# 1
{
  "formula": "C21H32BF10IN4O9P",
  "method": "ωB97M-V with the def2-TZVPD basis set",
  "species": ["C", "C", "C", "I", "C", "C", "C", "C", "O", "O", "P", "N", "C", "C", "C", "B", "N", "O", "N", "C", "O", "F", "C", "O", "F", "O", "C", "N", "C", "O", "C", "C", "O", "H", "H", "H", "H", "H", "H", "H", "H", "H", "H", "H", "H", "H", "H", "H", "H", "H", "H", "H", "H", "H", "H", "H", "H", "H", "H", "H", "H", "C", "C", "C", "F", "F", "F", "F", "O", "C", "C", "F", "F", "F", "F", "H", "H", "H", "H"],
  "coordinates": [[2.598, -0.811, 5.090], [2.626, -0.638, 3.530], [1.536, -1.571, 2.890], [2.599, -3.374, 2.203], [0.682, -0.913, 1.770], [1.287, -0.911, 0.328], [2.731, -0.205, 0.322], [2.673, 1.372, 0.203], [3.110, 0.414, -0.924], [0.465, 0.475, 1.997], [-1.140, 1.044, 2.036], [-1.032, 1.348, 0.223], [-2.089, 1.385, -0.466], [-2.209, 0.324, -1.616], [-3.257, 2.393, -0.386], [-0.722, 2.942, 2.087], [-1.740, 3.947, 2.397], [0.615, 3.316, 1.770], [-1.232, 0.752, 3.886], [-2.532, 0.554, 4.371], [-3.308, 1.377, 4.643], [-2.956, -0.737, 4.601], [-0.485, 1.631, 4.661], [0.666, 1.567, 4.799], [-1.087, 2.634, 5.405], [-1.761, -0.518, 1.597], [-0.775, -1.570, 1.579], [-1.260, -2.398, 2.726], [-0.986, -2.520, 0.370], [-2.244, -3.220, 0.397], [-2.092, -4.573, 0.482], [-2.792, -5.318, 1.641], [-1.481, -5.215, -0.302], [2.825, -1.872, 5.319], [1.594, -0.565, 5.500], [3.345, -0.130, 5.551], [2.574, 0.418, 3.213], [3.629, -1.011, 3.223], [0.932, -1.951, 3.737], [0.708, -0.360, -0.429], [1.553, -1.904, -0.089], [3.532, -0.637, 0.974], [1.907, 1.849, -0.417], [3.564, 1.847, 0.637], [-2.551, 1.350, 2.181], [-2.884, -0.510, -1.352], [-2.569, 0.884, -2.514], [-1.174, 0.016, -1.841], [-3.479, 2.702, 0.657], [-3.151, 3.264, -1.063], [-4.178, 1.854, -0.725], [-1.324, 4.701, 2.939], [-2.494, 3.491, 2.914], [0.673, 3.490, 0.818], [-2.279, -2.405, 2.705], [-1.064, -1.900, 3.598], [-0.930, -2.013, -0.616], [-0.137, -3.242, 0.371], [-2.564, -4.874, 2.628], [-2.416, -6.362, 1.650], [-3.881, -5.386, 1.442], [2.323, 1.476, -6.847], [1.662, 0.166, -7.315], [0.135, 0.164, -7.354], [-0.398, 0.346, -6.132], [-0.313, -1.037, -7.803], [2.122, -0.857, -6.563], [2.104, -0.067, -8.588], [2.750, 1.521, -5.494], [1.825, 1.928, -4.532], [1.580, 0.844, -3.484], [1.061, -0.271, -4.052], [0.688, 1.276, -2.565], [0.686, 2.345, -5.123], [2.361, 3.013, -3.929], [3.248, 1.564, -7.420], [1.739, 2.356, -7.121], [-0.244, 0.938, -8.027], [2.507, 0.571, -2.973]],
  "forces_ev_per_angstrom": [[-0.20, 0.31, -0.64], [0.66, -0.62, 0.58], [0.49, 0.77, 0.41], [-0.54, 0.13, 0.20], [-1.34, 0.27, -2.30], [3.69, -0.11, -0.38], [-2.67, 2.80, -0.28], [1.57, -3.38, -1.97], [0.82, -0.81, 1.82], [-0.22, -1.12, 1.30], [-0.36, 1.09, -2.03], [-1.13, -0.11, -0.08], [0.24, -0.11, -1.38], [0.38, 1.91, -0.43], [-1.10, -1.19, 0.46], [0.89, -0.04, 0.26], [0.93, -1.26, 0.30], [-0.87, 0.45, -0.39], [-1.22, -0.87, 2.36], [0.69, -0.62, -0.13], [-1.72, 1.83, 0.55], [1.19, 0.07, -0.61], [-1.21, -0.10, 0.40], [2.77, -0.02, -0.15], [-0.83, -0.73, -0.71], [1.97, 0.25, -0.09], [-3.02, -0.48, 1.98], [1.34, -0.44, 0.66], [1.48, 0.53, -1.35], [0.28, -0.24, 1.04], [-1.16, -0.44, 1.52], [-0.07, 0.01, -0.05], [1.13, -0.34, -1.30], [0.02, 0.57, 0.06], [0.68, -0.09, -0.28], [-0.45, -0.56, -0.16], [-0.50, -0.56, 0.21], [-0.58, 0.40, 0.03], [0.11, 0.15, -0.87], [-0.18, -0.12, 0.84], [-0.66, 0.20, 0.40], [-0.61, 0.47, -0.89], [-0.39, 0.34, 1.79], [-0.75, 0.36, -0.31], [0.14, 0.01, -0.34], [0.33, 0.44, -0.05], [-0.11, -0.75, 0.34], [-0.71, -0.29, 0.21], [0.49, 0.12, -0.68], [0.31, -0.44, 0.45], [0.55, 0.42, 0.10], [-0.31, 0.06, -0.29], [0.01, 0.47, -0.05], [0.10, -0.03, 0.39], [0.35, 0.09, -0.43], [0.04, -0.05, -0.38], [-0.10, 0.00, 0.80], [-0.71, 0.27, 0.10], [-0.35, 0.04, -0.64], [-0.12, 0.72, -0.18], [0.51, 0.34, 0.31], [0.63, 0.47, -0.27], [0.61, -0.14, 0.58], [-0.60, -0.29, -0.16], [0.11, -0.06, -0.19], [0.23, 0.03, -0.11], [-0.23, 0.03, -0.04], [-0.31, 0.21, -0.14], [-0.91, -0.34, 0.21], [0.43, 0.48, -0.81], [0.28, -0.59, 0.54], [0.03, 0.18, -0.17], [0.08, 0.35, -0.20], [-0.05, 0.07, 0.35], [-0.09, -0.17, 0.25], [-0.01, -0.22, 0.05], [-0.23, -0.19, 0.09], [0.12, 0.05, -0.01], [-0.03, 0.19, -0.05]],
  "lowdin_charge": [-0.1153, -0.3123, -0.5404, 0.8592, -0.4139, -0.1070, -0.2316, 0.0113, -0.1650, -0.2142, 0.6800, -0.0026, -0.4383, -0.0458, -0.0505, -0.6303, 0.1431, 0.0408, 0.0102, -0.5457, 0.1671, 0.0744, -0.5395, 0.1757, 0.0749, -0.2027, -0.3985, 0.0966, -0.1018, -0.0108, -0.5321, 0.0094, 0.1206, 0.0653, 0.0620, 0.0772, 0.1066, 0.0502, 0.0634, 0.1005, 0.0734, 0.1114, 0.0952, 0.1027, 0.0537, 0.0818, 0.0714, 0.0425, 0.0538, 0.0804, 0.0735, 0.0751, 0.0528, 0.0777, 0.0782, 0.0563, 0.1240, 0.1086, 0.0711, 0.0821, 0.0836, -0.0551, -0.4394, -0.3032, 0.0969, 0.0898, 0.1369, 0.0959, 0.0439, -0.5102, -0.2777, 0.0951, 0.0936, 0.1317, 0.1467, 0.1462, 0.1434, 0.1716, 0.1547],
  "lumo_ev": 2.11,
  "charge": -1
}

# 2
{
  "formula": "C8H14N",
  "method": "ωB97M-V with the def2-TZVPD basis set",
  "species": ["C", "C", "C", "C", "C", "C", "C", "C", "N", "H", "H", "H", "H", "H", "H", "H", "H", "H", "H", "H", "H", "H", "H"],
  "coordinates": [[3.035, -1.560, 1.273], [1.905, -1.071, 1.435], [0.773, 1.937, -1.924], [0.349, 0.567, -1.983], [-1.275, -1.277, -1.666], [-1.442, 0.358, 2.562], [0.693, -0.366, 1.383], [-0.848, 0.161, -1.584], [-0.137, -0.289, 2.353], [3.904, -2.056, 1.162], [0.055, 2.587, -1.476], [1.701, 2.172, -1.573], [1.035, -0.032, -2.559], [-1.724, -1.780, -0.787], [-2.125, -1.415, -2.359], [-0.396, -1.812, -1.818], [-1.728, 0.881, 1.694], [-2.065, -0.504, 2.934], [-1.533, 1.142, 3.371], [0.516, 0.047, 0.421], [-1.445, 0.941, -0.977], [0.717, 2.320, -2.955], [0.035, -0.952, 3.075]],
  "forces_ev_per_angstrom": [[-6.34, 2.69, 0.85], [3.74, -1.75, -0.33], [-2.21, 1.83, -2.05], [-0.26, -0.76, -0.25], [-2.33, 0.67, 0.68], [-0.40, -0.59, 1.52], [0.33, -0.11, -0.07], [-0.70, 0.48, 2.14], [-0.32, 0.08, 0.79], [2.61, -1.28, -0.26], [-0.58, 0.33, 0.89], [2.71, 0.25, 1.03], [-0.06, -0.83, 0.05], [0.31, 0.92, 0.33], [0.89, -0.11, -0.40], [1.20, -1.38, -1.19], [-0.75, -0.01, -1.28], [-0.02, 1.12, -0.94], [1.12, -0.98, -0.53], [-0.62, 1.06, -0.77], [0.55, -1.30, -1.22], [0.48, -0.07, -0.01], [0.63, -0.25, 1.03]],
  "nbo_charge": [0.0755, -0.1787, -0.6565, -0.2005, -0.6615, -0.4326, 0.2048, -0.1989, -0.3809, 0.2432, 0.2100, 0.2210, 0.2091, 0.2101, 0.2443, 0.2179, 0.2384, 0.2453, 0.2632, 0.2768, 0.1858, 0.2414, 0.4228],
  "lumo_ev": -5.43,
  "relative_energy_kj_mol": 279.3,
  "charge": 1
}

# 3
{
  "formula": "C3H5N3",
  "method": "ωB97M-V with the def2-TZVPD basis set",
  "species": ["C", "C", "C", "H", "H", "H", "H", "H", "N", "N", "N"],
  "coordinates": [[-0.796, -0.008, -0.055], [0.143, 1.232, -0.017], [1.481, 0.513, 0.044], [-2.565, 0.761, 0.307], [-0.107, 1.894, -0.844], [0.045, 1.789, 0.860], [2.392, 1.042, -0.036], [-0.184, -2.058, 0.708], [-2.087, -0.109, 0.038], [1.407, -0.794, 0.085], [0.030, -1.076, -0.241]],
  "forces_ev_per_angstrom": [[-2.30, 2.15, 0.80], [-0.09, -2.20, -1.20], [-1.13, -1.58, -0.56], [0.61, -0.25, -0.53], [0.47, -0.07, -0.26], [-0.42, 0.96, 1.59], [1.07, 0.17, 0.49], [0.18, 3.67, -4.11], [1.77, 0.03, 0.32], [-0.88, 3.28, -1.30], [0.72, -6.17, 4.76]],
  "nbo_charge": [0.4106, -0.5616, 0.0505, 0.3462, 0.2512, 0.2430, 0.1989, 0.3836, -0.6758, -0.2114, -0.4354],
  "lumo_ev": 0.48,
  "relative_energy_kj_mol": 321.9,
  "charge": 0
}

no.,HOMO level (eV),gap between HOMO and LUMO (eV)
1,-4.4,6.52
2,-12.5,7.06
3,-9.1,9.55